80
Properties=species:S:1:pos:R:3 method="wB97M-V/def2-TZVPD" e_above_lowest_kj_mol=95.1 orbital_gap_ev=6.1
Y 0.4468 -0.7167 0.3652
C -3.0816 -2.7459 2.2745
C -3.3782 -2.9039 0.7991
C -4.8865 -3.2101 0.6976
C -5.4236 -3.1473 -0.7234
C -5.1993 -1.7289 -1.1929
C -3.7203 -1.3267 -1.1768
N -3.1109 -1.7046 0.0800
O -1.7914 -1.3037 0.1677
C -3.6263 0.2063 -1.3258
C -3.0367 -2.0155 -2.3753
C -2.5985 -4.1398 0.2665
H -3.7401 -1.9728 2.6878
H -2.0465 -2.4821 2.4698
H -3.3261 -3.6619 2.8202
H -5.4480 -2.4590 1.2762
H -5.1302 -4.1421 1.2161
H -6.4857 -3.4079 -0.6786
H -4.9632 -3.9577 -1.2973
H -5.8219 -1.0758 -0.5750
H -5.5738 -1.5932 -2.2157
H -3.3719 0.5216 -2.3440
H -2.8548 0.6286 -0.6821
H -4.5736 0.6825 -1.0584
H -3.5281 -1.8459 -3.3379
H -3.1211 -3.1024 -2.2658
H -1.9687 -1.8000 -2.3974
H -2.1810 -4.0553 -0.7328
H -3.2375 -5.0364 0.2221
H -1.8052 -4.4639 0.9487
C 3.1216 0.4474 -2.0537
C 3.8175 1.2940 -1.0000
C 4.2739 2.5555 -1.7691
C 4.8058 3.6470 -0.8602
C 3.7877 4.0490 0.1915
C 3.1719 2.8381 0.9223
N 2.9689 1.6858 0.0712
O 2.4035 0.5709 0.7223
C 1.8555 3.3234 1.4708
C 4.0603 2.5156 2.1476
C 5.0866 0.5461 -0.5428
H 2.6485 -0.4307 -1.6125
H 3.8860 0.1271 -2.7636
H 2.3824 1.0295 -2.6122
H 3.4124 2.9972 -2.2932
H 5.0204 2.3106 -2.5263
H 5.1799 4.5136 -1.4158
H 5.7196 3.3031 -0.3513
H 2.9994 4.7075 -0.1803
H 4.3492 4.6050 0.9487
H 1.3125 2.6237 2.1006
H 1.1650 3.5204 0.6380
H 1.9755 4.2526 2.0346
H 3.8231 1.5282 2.5548
H 3.8934 3.2087 2.9790
H 5.1236 2.5168 1.8978
H 4.8744 -0.4803 -0.2428
H 5.4659 1.0343 0.3595
H 5.9184 0.5897 -1.2491
Cl 1.7105 -2.9685 -0.2430
C 0.1090 0.4910 3.3231
C -0.0155 -0.9949 3.6140
O 0.2939 -1.7889 2.4461
O -0.3804 0.8497 2.0373
H 1.1570 0.7757 3.4323
H -0.4272 0.9851 4.1367
H -0.9709 -1.2879 4.0488
H 0.7743 -1.1868 4.3491
H 0.4722 -2.6891 2.7349
H -1.1707 1.3810 2.1649
C -0.2382 0.4020 -2.7835
C -0.1834 1.6824 -1.9898
O -0.2967 1.4434 -0.5789
O 0.2754 -0.7098 -2.0414
H 0.3850 0.5180 -3.6771
H -1.2357 0.1533 -3.1478
H -1.0141 2.3153 -2.3238
H 0.7145 2.2744 -2.1899
H -0.4860 2.2927 -0.1752
H 0.6080 -1.4072 -2.6150

85
Properties=species:S:1:pos:R:3 method="wB97M-V/def2-TZVPD" e_above_lowest_kj_mol=0.0 smiles="CNC[C@H]1OS(=O)(=O)O[C@@]1(CCCC(=O)O)P(C)C.COCCOCCOC.COCCOCCOC" orbital_gap_ev=8.9
C -1.4515 1.9769 4.4690
N -1.6747 2.0657 3.0263
C -0.5773 1.5913 2.2121
C -0.3433 0.0866 2.3280
O -1.6100 -0.5076 1.8957
S -1.5610 -1.1368 0.4459
O -1.9879 -2.4903 0.5712
O -2.2350 -0.3499 -0.5245
O 0.0084 -0.9945 0.2444
C 0.6969 -0.5866 1.4363
C 1.3354 -1.8470 2.0354
C 0.3612 -2.9072 2.5762
C 1.0556 -3.7685 3.6459
C 0.7212 -3.2428 5.0157
O 0.6273 -2.0642 5.2906
O 0.5321 -4.1954 5.9869
P 2.0978 0.6471 1.1161
C 3.4671 -0.2515 0.2889
C 2.7565 0.9720 2.8014
H -0.4488 1.6002 4.6693
H -1.4931 2.9598 4.9296
H -2.1376 1.3045 4.9755
H -2.5437 1.6352 2.7512
H -0.7932 1.8442 1.1770
H 0.2978 2.1764 2.4698
H -0.2824 -0.2278 3.3652
H 2.0704 -1.5896 2.7915
H 1.8954 -2.3125 1.2276
H 0.0630 -3.5436 1.7519
H -0.5480 -2.4576 2.9548
H 2.1279 -3.6864 3.4865
H 0.8360 -4.8251 3.5393
H 0.0197 -4.9105 5.6009
H 3.1984 -0.5029 -0.7278
H 3.7351 -1.1356 0.8633
H 4.3183 0.4191 0.3116
H 1.9759 1.2948 3.4766
H 3.3163 0.1416 3.2262
H 3.4476 1.7992 2.6706
C 6.9131 -3.9476 -2.4981
O 6.4909 -2.6926 -2.9877
C 7.2475 -2.1816 -4.0699
C 6.4044 -1.7784 -5.2655
O 5.6978 -2.8134 -5.9255
C 4.6279 -3.4748 -5.2729
C 3.3937 -2.6466 -4.9753
O 3.6289 -1.6156 -4.0331
C 3.2022 -0.3255 -4.4209
H 7.6639 -3.8248 -1.7106
H 6.0437 -4.4530 -2.0759
H 7.3207 -4.5781 -3.2934
H 8.0122 -2.8970 -4.3896
H 7.7656 -1.2797 -3.7197
H 7.1030 -1.3984 -6.0158
H 5.7449 -0.9445 -5.0191
H 4.9743 -3.9986 -4.3803
H 4.3137 -4.2504 -5.9766
H 2.6435 -3.3226 -4.5464
H 2.9864 -2.2435 -5.9077
H 3.2451 -0.1852 -5.5043
H 3.8707 0.4004 -3.9550
H 2.1827 -0.1420 -4.0673
C -8.8648 3.1794 1.1708
O -7.8239 2.7134 0.3399
C -7.8896 3.1407 -1.0073
C -6.6087 3.7837 -1.5055
O -6.2187 4.9933 -0.8791
C -5.8014 4.9879 0.4757
C -4.5091 4.2580 0.7868
O -4.5888 2.8621 0.5710
C -3.5616 2.3107 -0.2340
H -9.7126 2.4865 1.1570
H -8.4799 3.2392 2.1894
H -9.2054 4.1763 0.8758
H -8.7261 3.8306 -1.1621
H -8.0717 2.2562 -1.6311
H -6.7921 4.0579 -2.5481
H -5.7875 3.0655 -1.5230
H -6.6071 4.6608 1.1351
H -5.6236 6.0406 0.7131
H -4.2929 4.4178 1.8512
H -3.6903 4.6999 0.2099
H -3.1919 3.0286 -0.9730
H -3.9697 1.4533 -0.7630
H -2.7333 1.9705 0.3884

98
Properties=species:S:1:pos:R:3 method="wB97M-V/def2-TZVPD" smiles="CCOP(=O)(OCC)OCC.CCOP(=O)(OCC)OCC.CCOP(=O)(OCC)OCC.BrC(Br)Br.BrC(Br)Br.ClC(Cl)Cl.ClC(Cl)Cl" orbital_gap_ev=9.7
C -3.8625 5.4467 -5.6214
C -2.4581 5.7552 -6.2320
O -1.6403 4.6151 -6.0761
P -0.5923 4.4653 -4.8567
O -1.2092 4.5041 -3.5081
O 0.2192 3.0794 -5.0677
C -0.4543 1.8984 -4.6378
C -0.3601 0.9275 -5.7663
O 0.5448 5.5977 -5.1043
C 1.2611 5.6949 -6.3660
C 1.9540 6.9797 -6.4890
H -3.6084 5.2982 -4.5719
H -4.4835 6.3353 -5.7350
H -4.4842 4.6000 -5.9124
H -2.6145 6.0073 -7.2809
H -1.9992 6.6496 -5.8107
H 0.0058 1.4707 -3.7471
H -1.4868 2.0917 -4.3468
H -0.8780 0.0086 -5.4915
H -0.7512 1.3458 -6.6938
H 0.7165 0.7612 -5.8010
H 2.0329 4.9278 -6.3036
H 0.6237 5.5435 -7.2372
H 2.5759 7.2303 -5.6296
H 2.4112 6.9801 -7.4784
H 1.2225 7.7869 -6.5259
C 5.9884 1.8535 -1.8334
C 5.0088 3.0437 -1.5244
O 5.2798 3.7327 -0.2817
P 4.9155 3.2325 1.1965
O 5.1139 1.7930 1.4103
O 5.7090 4.2780 2.1232
C 5.7415 4.1000 3.4858
C 6.4158 5.1429 4.3113
O 3.3949 3.6360 1.4608
C 2.8204 4.8551 0.9768
C 2.7875 5.8535 2.0938
H 5.9444 1.1888 -0.9706
H 5.6548 1.3557 -2.7439
H 6.9655 2.2519 -2.1066
H 5.1160 3.7534 -2.3448
H 3.9973 2.6408 -1.4727
H 4.6824 4.0228 3.7316
H 6.1882 3.1496 3.7778
H 7.4492 5.2450 3.9798
H 5.9877 6.0952 3.9982
H 6.4456 5.0014 5.3917
H 3.1309 5.2060 -0.0073
H 1.7627 4.5987 0.9164
H 3.5158 6.6643 2.0790
H 1.8276 6.3690 2.0627
H 2.6756 5.3947 3.0762
C -4.7605 -4.1932 -1.3640
C -4.1167 -4.4405 -0.0202
O -4.8717 -5.4272 0.6176
P -5.3771 -5.2634 2.1616
O -4.4098 -4.6921 3.1588
O -6.7672 -4.4791 1.9806
C -7.4453 -3.8420 3.0242
C -7.7516 -2.3223 2.8173
O -5.8531 -6.8303 2.5082
C -4.9427 -7.9379 2.3872
C -5.3401 -8.9292 3.4926
H -5.8223 -3.9541 -1.3047
H -4.1641 -3.3634 -1.7432
H -4.6841 -5.1157 -1.9397
H -3.0930 -4.7658 -0.2053
H -4.1529 -3.5751 0.6415
H -8.3767 -4.4009 2.9340
H -7.0557 -4.0313 4.0245
H -8.0979 -2.0995 1.8081
H -8.5572 -1.9388 3.4434
H -6.8593 -1.7505 3.0722
H -4.9246 -8.3480 1.3775
H -4.0070 -7.4979 2.7320
H -4.4801 -9.3225 4.0346
H -6.0574 -8.5245 4.2066
H -5.9111 -9.7989 3.1676
Br -0.8735 -1.6760 7.2765
C -1.6915 0.0647 6.7176
Br -0.3002 1.4360 6.1335
Br -2.9532 0.8540 8.1029
H -2.2218 -0.1184 5.7831
Br 6.9049 -4.2250 1.9151
C 7.4055 -5.4629 0.5075
Br 7.4764 -4.5788 -1.2700
Br 6.2301 -7.1167 0.5751
H 8.4177 -5.7744 0.7654
Cl 0.9559 -3.8408 2.1660
C 1.5282 -2.2521 1.5647
Cl 0.2379 -1.0206 1.5219
Cl 2.1611 -2.5031 -0.0223
H 2.3511 -1.9003 2.1870
Cl 0.9199 -9.8148 3.3373
C 0.9257 -8.9794 4.9091
Cl 2.6163 -8.6772 5.2664
Cl 0.2177 -9.9794 6.2540
H 0.3668 -8.0499 4.8013

79
Properties=species:S:1:pos:R:3 method="wB97M-V/def2-TZVPD" total_charge=+3 orbital_gap_ev="4.9 / 5.0" s_squared=9.35 spin_multiplicity=6
Dy 0.2173 -0.3484 0.3558
P -1.4201 2.0808 1.2235
P -2.3996 -1.2050 -0.5634
P 2.2232 1.6106 -0.0910
H 0.0187 -0.9805 -8.5065
C 1.0828 -0.9463 -8.2458
C 1.7187 -1.9795 -7.6690
H 1.2368 -2.9463 -7.4684
C -1.9323 3.6387 0.5157
C -2.8403 1.2642 1.9494
C -0.1813 2.4002 2.4894
C -2.1554 -2.3881 -1.9453
C -3.4002 -2.2243 0.5788
C -3.6771 -0.1317 -1.3286
C 3.3445 1.0093 -1.4057
C 3.4433 2.0542 1.2032
C 1.7923 3.2691 -0.7417
H 1.6395 -0.0491 -8.5474
H 2.7915 -1.9000 -7.4331
H -2.2543 4.3092 1.3248
H -2.7756 3.4731 -0.1713
H -1.0937 4.0916 -0.0323
H -3.1288 1.8138 2.8558
H -2.6336 0.2285 2.2547
H -3.7088 1.2654 1.2758
H -0.5369 3.2900 3.0358
H 0.8151 2.6259 2.0695
H -0.0833 1.5770 3.2112
H -3.0501 -3.0162 -2.0567
H -1.2844 -3.0246 -1.7418
H -1.9737 -1.8406 -2.8791
H -4.4584 -1.9388 0.5330
H -3.0389 -2.0902 1.6060
H -3.2999 -3.2849 0.3177
H -4.6076 -0.6966 -1.4878
H -3.3149 0.2323 -2.3008
H -3.8938 0.7360 -0.6935
H 4.2868 1.5677 -1.3366
H 2.9018 1.1588 -2.3989
H 3.5536 -0.0609 -1.2746
H 4.3708 2.3905 0.7207
H 3.6720 1.1830 1.8320
H 3.0572 2.8586 1.8410
H 2.6844 3.7430 -1.1775
H 1.4043 3.9204 0.0539
H 1.0297 3.1784 -1.5274
C 0.6937 -0.6580 -2.8796
C -0.0485 0.4356 -3.3967
C 0.2707 0.9128 -4.6584
C 1.3274 0.3272 -5.3588
C 1.8691 -0.8881 -4.9218
C 1.5383 -1.4275 -3.6948
O 0.6560 -0.9292 -1.5874
H -0.8623 1.4503 0.0038
H -0.8098 0.9071 -2.7675
H -0.3116 1.7305 -5.0821
H 1.6637 0.7620 -6.3027
H 2.5070 -1.4944 -5.5576
H 1.9632 -2.3563 -3.3034
C 2.4047 -1.8526 1.9754
N 1.8205 -1.8838 3.3257
C 2.7598 -1.9534 4.4600
C 0.5320 -1.4949 3.4322
O -0.0767 -1.0472 2.3797
N -0.1660 -1.5309 4.5776
C 0.1175 -2.5205 5.6119
C -1.4894 -0.9154 4.5721
H 3.3708 -2.3690 1.9982
H 2.5813 -0.8077 1.6415
H 1.7477 -2.3847 1.2681
H 2.4216 -1.3137 5.2843
H 2.8557 -2.9941 4.8193
H 3.7499 -1.6093 4.1275
H 0.5501 -2.0497 6.5064
H -0.8100 -3.0262 5.8978
H 0.7991 -3.2829 5.2248
H -1.4038 0.1532 4.3015
H -2.1678 -1.4078 3.8494
H -1.9089 -0.9984 5.5832